Entry 1:
C64H60CrN2O4P2STe | ωB97M-V/def2-TZVPD

Last column: Löwdin charge in e.
Element x y z (Å)
Cr (0.94955, -0.19099, -0.06357)  0.152
O (3.90635, -1.05209, -0.77027)  -0.381
S (3.12425, -0.26619, 0.51703)  1.101
C (3.16605, -1.72479, 1.54713)  -0.437
C (4.40565, -2.30089, 1.77953)  -0.083
C (4.50295, -3.42759, 2.57753)  -0.050
C (3.36685, -3.94529, 3.18013)  -0.038
C (2.13615, -3.33759, 2.99043)  -0.048
C (2.01505, -2.23069, 2.15683)  -0.330
P (0.46435, -1.26329, 1.96993)  1.096
C (0.11155, -1.05899, 3.74153)  -0.349
C (1.12305, -0.45629, 4.48883)  -0.093
C (1.00575, -0.36709, 5.86133)  -0.067
C (-0.13005, -0.85729, 6.48923)  -0.063
C (-1.15055, -1.42189, 5.74203)  -0.057
C (-1.04105, -1.52189, 4.36493)  -0.070
C (-0.89985, -2.28549, 1.32133)  -0.354
C (-1.20935, -3.60129, 1.64253)  -0.077
C (-2.27485, -4.22759, 1.01763)  -0.051
C (-3.04335, -3.54889, 0.08493)  -0.048
C (-2.74345, -2.23529, -0.24277)  -0.063
C (-1.67295, -1.61269, 0.36983)  -0.138
C (3.94255, -0.77179, -2.10887)  -0.318
C (5.14575, -1.16699, -2.70897)  -0.008
C (5.29955, -1.15609, -4.07997)  -0.047
C (4.26415, -0.70839, -4.88737)  -0.057
C (3.09785, -0.26399, -4.30427)  -0.085
C (2.89835, -0.29869, -2.92047)  -0.265
P (1.31005, 0.36061, -2.30237)  1.100
C (1.36515, 2.12181, -2.75437)  -0.363
C (0.24745, 2.88581, -2.42137)  -0.117
C (0.22315, 4.24101, -2.68817)  -0.050
C (1.31135, 4.84391, -3.30127)  -0.047
C (2.41765, 4.08651, -3.64617)  -0.052
C (2.45575, 2.73271, -3.36117)  -0.084
C (0.04525, -0.26879, -3.46707)  -0.317
C (-0.29455, 0.42211, -4.63057)  -0.082
C (-1.29215, -0.05979, -5.46027)  -0.055
C (-1.96185, -1.23119, -5.14107)  -0.061
C (-1.64675, -1.91329, -3.97667)  -0.069
C (-0.65425, -1.43099, -3.14137)  -0.089
H (5.28185, -1.86249, 1.32973)  0.121
H (5.46675, -3.88339, 2.74353)  0.119
H (3.44215, -4.81419, 3.81383)  0.117
H (1.26125, -3.70819, 3.50313)  0.111
H (1.99635, -0.06499, 3.97943)  0.115
H (1.80295, 0.06851, 6.44293)  0.115
H (-0.22515, -0.78629, 7.56113)  0.114
H (-2.02885, -1.80659, 6.23613)  0.113
H (-1.84145, -1.95909, 3.78303)  0.102
H (-0.60945, -4.14229, 2.35703)  0.106
H (-2.49805, -5.25429, 1.26373)  0.115
H (-3.85915, -4.05499, -0.40817)  0.114
H (-3.33055, -1.70279, -0.97617)  0.116
H (-1.43175, -0.57169, 0.11553)  0.077
H (5.94945, -1.49819, -2.06627)  0.127
H (6.21625, -1.50499, -4.52547)  0.116
H (4.37025, -0.69099, -5.95967)  0.115
H (2.29755, 0.10931, -4.92717)  0.107
H (-0.59945, 2.40641, -1.93777)  0.076
H (-0.63705, 4.83071, -2.41027)  0.113
H (1.29805, 5.90201, -3.50977)  0.114
H (3.26215, 4.54841, -4.13307)  0.116
H (3.34015, 2.16051, -3.60167)  0.108
H (0.20455, 1.34851, -4.87947)  0.110
H (-1.55365, 0.48581, -6.35457)  0.114
H (-2.73755, -1.60659, -5.78987)  0.112
H (-2.17865, -2.81599, -3.70947)  0.109
H (-0.43425, -1.96139, -2.22357)  0.076
O (0.67195, -4.23709, -0.60667)  0.064
C (1.42675, -3.32159, -0.95837)  -0.536
O (1.32415, -2.10209, -0.71557)  -0.152
C (2.63385, -3.82849, -1.83577)  -0.132
N (2.23255, -5.19759, -2.24937)  0.078
C (3.36675, -6.14419, -2.06507)  -0.094
C (4.56065, -5.24929, -1.74347)  -0.129
C (3.91245, -4.06719, -1.02757)  -0.108
H (2.81235, -3.17939, -2.69467)  0.160
H (1.86475, -5.23459, -3.19797)  0.187
H (1.41245, -5.33149, -1.54967)  0.158
H (3.51535, -6.74669, -2.96027)  0.134
H (3.14895, -6.80759, -1.22857)  0.138
H (5.06205, -4.91419, -2.65207)  0.123
H (5.28535, -5.76089, -1.11607)  0.126
H (4.55065, -3.18959, -1.00587)  0.095
H (3.66685, -4.34179, 0.00053)  0.125
C (-8.35855, 0.41571, -0.08837)  -0.033
C (-6.94705, 0.87831, 0.05253)  -0.245
C (-6.38505, 1.75961, -0.86587)  0.002
C (-5.07535, 2.19251, -0.75007)  -0.322
C (-4.51465, 3.13911, -1.76737)  -0.098
C (-4.30845, 1.76751, 0.34623)  -0.356
Te (-2.40735, 2.78751, 0.57453)  1.817
N (0.78205, 1.43891, 0.35923)  -0.072
C (0.83315, 2.70271, 0.57193)  -0.557
O (-0.15865, 3.36251, 1.01903)  -0.253
C (2.08465, 3.45231, 0.27553)  -0.134
C (3.17165, 2.86681, -0.36707)  -0.074
C (4.29965, 3.61141, -0.65147)  -0.065
C (4.34865, 4.95261, -0.30457)  -0.060
C (3.26355, 5.54351, 0.32223)  -0.055
C (2.13615, 4.80131, 0.61793)  -0.002
C (-2.42415, 2.99391, 2.68963)  -0.400
C (-1.50105, 2.28631, 3.44473)  -0.132
C (-1.43355, 2.47801, 4.81203)  -0.057
C (-2.30425, 3.36661, 5.42083)  -0.049
C (-3.22995, 4.06141, 4.66443)  -0.026
C (-3.29155, 3.90531, 3.28463)  -0.305
C (-4.24485, 4.72081, 2.46893)  -0.058
C (-4.82965, 0.81611, 1.22683)  -0.293
C (-4.01135, 0.23881, 2.34093)  -0.058
C (-6.14615, 0.40091, 1.08343)  0.001
H (-8.91535, 1.06011, -0.76187)  0.083
H (-8.85455, 0.39761, 0.87943)  0.089
H (-8.38065, -0.59689, -0.49057)  0.093
H (-6.98645, 2.12231, -1.68817)  0.124
H (-5.17835, 3.20991, -2.62457)  0.087
H (-3.53315, 2.80601, -2.11267)  0.052
H (-4.40555, 4.13761, -1.34137)  0.075
H (3.12025, 1.82681, -0.66087)  0.031
H (5.13785, 3.15241, -1.15497)  0.112
H (5.23195, 5.53311, -0.52337)  0.111
H (3.29265, 6.59091, 0.57603)  0.111
H (1.28925, 5.24831, 1.11543)  0.120
H (-0.81785, 1.59981, 2.96083)  0.082
H (-0.70035, 1.93771, 5.39183)  0.096
H (-2.25535, 3.52911, 6.48573)  0.113
H (-3.91065, 4.74821, 5.14553)  0.120
H (-4.67415, 5.52531, 3.06263)  0.089
H (-5.05805, 4.09691, 2.09373)  0.085
H (-3.72575, 5.16061, 1.61223)  0.063
H (-2.94345, 0.31721, 2.12703)  0.034
H (-4.26865, -0.81079, 2.48653)  0.089
H (-4.21925, 0.76931, 3.27313)  0.099
H (-6.55145, -0.30899, 1.79253)  0.129

Properties
Multiplicity: 3
E_HOMO (spin up / spin down): -12.321 / -12.811 eV
Frontier orbital gap (spin up / spin down): 7.58 / 6.29 eV
⟨S²⟩: 2.10
LUMO level (spin up / spin down): -4.74 / -6.52 eV
Charge: +2
Calculated total energy: -143626.5511 eV

Entry 2:
C28H32N4O6 | ωB97M-V/def2-TZVPD

Last column: natural (NBO) charge in e.
Element x y z (Å)
C (1.90936, -5.89744, -2.86362)  -0.606
C (1.51990, -4.53218, -2.31366)  -0.145
N (1.19207, -4.62926, -0.91005)  -0.582
C (1.14225, -3.54090, -0.12383)  0.669
O (1.49020, -2.42829, -0.51397)  -0.658
C (0.65648, -3.82511, 1.23214)  -0.007
N (0.30576, -5.10192, 1.57403)  -0.463
C (-0.10899, -5.04864, 2.80801)  0.193
N (-0.04837, -3.79493, 3.29916)  -0.481
C (0.43821, -2.98515, 2.31584)  0.052
C (0.56485, -1.53986, 2.60992)  0.657
O (0.21831, -1.10714, 3.70080)  -0.647
N (1.09999, -0.80508, 1.62646)  -0.607
C (1.10759, 0.63347, 1.70381)  -0.131
C (1.75563, 1.20881, 0.43552)  -0.434
C (1.61170, 2.70257, 0.36253)  0.077
C (0.82247, 3.28518, -0.61970)  -0.252
C (0.65958, 4.65941, -0.67003)  -0.202
C (1.28225, 5.46762, 0.26521)  -0.230
C (2.07813, 4.89494, 1.24358)  -0.198
C (2.24397, 3.52289, 1.28921)  -0.235
C (-0.33480, 1.14648, 1.83312)  0.827
O (-1.28165, 0.56472, 1.36954)  -0.629
O (-0.34781, 2.29010, 2.48690)  -0.523
C (-1.58289, 3.01460, 2.73165)  0.271
C (-2.50180, 2.17449, 3.61611)  -0.642
C (-2.25809, 3.37460, 1.40948)  -0.650
C (-1.12511, 4.27783, 3.45946)  -0.618
C (0.29594, -3.99435, -3.07036)  0.796
O (-0.80644, -4.46436, -2.96769)  -0.602
O (0.62813, -2.96651, -3.83801)  -0.492
C (-0.41316, -2.29727, -4.55264)  -0.101
C (-0.83588, -1.01811, -3.87499)  -0.049
C (-0.93885, -0.94200, -2.49270)  -0.223
C (-1.37558, 0.22233, -1.88490)  -0.157
C (-1.71354, 1.32148, -2.65667)  -0.234
C (-1.60291, 1.25599, -4.03553)  -0.214
C (-1.16411, 0.09243, -4.64204)  -0.206
H (2.21909, -5.80816, -3.90139)  0.224
H (2.73128, -6.31124, -2.28490)  0.222
H (1.05774, -6.57227, -2.80888)  0.221
H (2.33084, -3.80412, -2.42256)  0.239
H (0.77579, -5.47689, -0.54908)  0.433
H (-0.45616, -5.89305, 3.36905)  0.205
H (-0.31293, -3.43930, 4.20674)  0.449
H (1.27338, -1.25207, 0.71855)  0.447
H (1.64660, 0.95600, 2.60234)  0.225
H (1.27963, 0.74652, -0.43201)  0.227
H (2.81163, 0.92826, 0.43651)  0.227
H (0.33106, 2.65695, -1.34896)  0.221
H (0.04203, 5.09945, -1.44008)  0.213
H (1.14979, 6.53920, 0.23122)  0.213
H (2.57040, 5.52109, 1.97356)  0.212
H (2.86815, 3.08381, 2.05339)  0.209
H (-2.82369, 1.28280, 3.08526)  0.237
H (-3.37611, 2.75551, 3.89639)  0.212
H (-1.97254, 1.86875, 4.51572)  0.218
H (-2.58544, 2.47660, 0.89303)  0.235
H (-3.12272, 4.00342, 1.60362)  0.213
H (-1.56009, 3.91484, 0.77308)  0.221
H (-1.98028, 4.90466, 3.69402)  0.212
H (-0.61585, 4.01046, 4.38122)  0.215
H (-0.43388, 4.83350, 2.83066)  0.222
H (-0.01566, -2.09298, -5.55012)  0.197
H (-1.27263, -2.97658, -4.63184)  0.222
H (-0.67448, -1.79168, -1.88214)  0.220
H (-1.45903, 0.26262, -0.80962)  0.234
H (-2.06663, 2.22704, -2.18433)  0.210
H (-1.85952, 2.11253, -4.64190)  0.211
H (-1.08257, 0.04289, -5.71865)  0.206

Properties
Energy above the lowest of the compared OMol25 structures with the same formula, charge and spin: 24.7 kcal per mole
E_HOMO: -9.116 eV
Frontier orbital gap: 9.70 eV
LUMO level: 0.58 eV
Calculated total energy: -47804.2712 eV
SMILES: C[C@H](NC(=O)c1nc[nH]c1C(=O)N[C@@H](Cc1ccccc1)C(=O)OC(C)(C)C)C(=O)OCc1ccccc1

Entry 3:
C2HBrF2 | ωB97M-V/def2-TZVPD

Last column: natural (NBO) charge in e.
Element x y z (Å)
F (0.26111, -0.98906, -2.09271)  -0.256
C (0.00240, -1.27211, -0.87987)  0.256
C (-0.23293, -1.42998, 0.29669)  0.254
F (-0.42279, -1.43059, 1.54284)  -0.255
Br (0.87646, 2.56835, 0.39824)  -0.198
H (-0.48425, 2.55339, 0.73481)  0.198

Properties
Energy above the lowest of the compared OMol25 structures with the same formula, charge and spin: 46.9 kcal per mole
E_HOMO: -10.276 eV
Frontier orbital gap: 10.86 eV
LUMO level: 0.58 eV
Calculated total energy: -77563.5563 eV
SMILES: FC#CF.Br

Entry 4:
C23H36AgN3O2 | ωB97M-V/def2-TZVPD

Last column: natural (NBO) charge in e.
Element x y z (Å)
Ag (0.72684, 0.91414, -1.66638)  0.610
C (0.16180, -2.68814, 0.57721)  -0.192
C (0.94151, -2.15771, 1.57470)  -0.216
C (0.84327, -2.58037, 2.92030)  -0.237
C (0.10192, -3.71238, 3.21013)  -0.236
C (-0.71990, -4.27487, 2.17035)  -0.245
C (-0.74440, -3.71160, 0.94785)  -0.200
H (0.13053, -2.25470, -0.42031)  0.270
H (1.55202, -1.25737, 1.38335)  0.219
H (1.44849, -2.10285, 3.72437)  0.200
H (0.02270, -4.12370, 4.19090)  0.190
H (-1.60808, -4.90806, 2.48713)  0.195
H (-1.53636, -3.94498, 0.27760)  0.233
C (-1.38564, 3.94685, 1.51670)  -0.429
N (-0.93204, 3.74114, 2.87695)  -0.490
C (-0.62678, 4.95181, 3.59796)  -0.395
C (-1.29018, 2.55498, 3.58648)  0.800
O (-1.63675, 2.55076, 4.75912)  -0.691
N (-1.24372, 1.40308, 2.78897)  -0.452
C (-1.62843, 0.19678, 3.47970)  -0.404
C (-0.33191, 1.32213, 1.67711)  -0.466
H (-2.40504, 4.37673, 1.51666)  0.171
H (-1.48475, 2.99721, 0.92440)  0.260
H (-0.63772, 4.55706, 0.93152)  0.199
H (-0.22732, 5.71725, 2.97953)  0.194
H (0.05202, 4.68910, 4.42990)  0.202
H (-1.44504, 5.39265, 4.16169)  0.171
H (-2.41915, 0.43636, 4.24068)  0.214
H (-0.79004, -0.12722, 4.06502)  0.173
H (-1.91804, -0.55233, 2.79230)  0.223
H (0.29826, 2.20877, 1.65067)  0.207
H (-0.82388, 1.11216, 0.66510)  0.290
H (0.29809, 0.46143, 1.84113)  0.194
C (-0.50146, -0.68267, -4.39104)  -0.632
C (-1.44548, -1.37377, -3.37827)  -0.178
C (-2.06465, -2.58486, -3.68908)  -0.222
C (-3.01346, -3.25978, -2.89591)  -0.416
C (-3.32005, -2.72327, -1.61878)  -0.242
C (-2.73389, -1.53327, -1.26201)  -0.148
C (-2.92124, -0.97447, 0.12492)  -0.663
C (-1.65888, -0.83118, -2.02801)  0.260
N (-1.02159, 0.10903, -1.39137)  -1.132
H (-0.68261, -1.03246, -5.40260)  0.179
H (0.55878, -0.82040, -4.11357)  0.203
H (-0.77328, 0.45154, -4.36627)  0.209
H (-1.80407, -2.99358, -4.69277)  0.163
H (-3.46220, -4.23446, -3.25788)  0.166
H (-4.03536, -3.19359, -0.92395)  0.171
H (-3.34911, -1.63887, 0.87847)  0.172
H (-3.38710, -0.01933, 0.08948)  0.197
H (-1.89619, -0.69611, 0.43285)  0.239
C (4.89635, 2.08802, -2.07054)  -0.623
C (3.70567, 1.14120, -2.37684)  0.242
C (3.83937, 0.62282, -3.85200)  -0.641
C (3.74528, -0.03523, -1.45532)  -0.637
O (2.50530, 1.84983, -2.22452)  -0.960
H (5.86419, 1.60450, -2.24677)  0.170
H (4.83043, 2.36699, -1.01374)  0.193
H (4.82146, 3.02128, -2.62748)  0.199
H (4.78095, 0.18226, -4.09969)  0.173
H (3.45623, 1.33432, -4.57582)  0.209
H (3.12368, -0.26629, -3.89102)  0.200
H (4.62451, -0.71577, -1.53622)  0.174
H (2.84000, -0.63374, -1.59719)  0.220
H (3.73608, 0.33716, -0.40587)  0.198

Properties
Energy above the lowest of the compared OMol25 structures with the same formula, charge and spin: 0.0 kcal per mole
E_HOMO: 0.788 eV
Frontier orbital gap: 3.85 eV
LUMO level: 4.63 eV
Charge: -2
Calculated total energy: -36996.5805 eV

Entry 5:
C4H17N2O2 | ωB97M-V/def2-TZVPD

Last column: natural (NBO) charge in e.
Element x y z (Å)
C (0.91378, -0.78422, 0.05392)  -0.210
C (0.50295, -1.31546, 1.43492)  -0.452
C (-0.97704, -1.76861, 1.38937)  -0.396
C (-1.92573, -0.56070, 1.41897)  -0.223
N (-1.74839, 0.37362, 0.28446)  -0.873
N (1.25901, 0.69076, 0.11143)  -0.699
H (1.80995, -1.31829, -0.23926)  0.213
H (0.18362, -0.86949, -0.72652)  0.241
H (0.59548, -0.71579, 2.33489)  0.226
H (1.03537, -2.26110, 1.55185)  0.237
H (-1.18805, -2.41288, 0.53671)  0.206
H (-1.27381, -2.28846, 2.30215)  0.228
H (-1.66885, 0.00398, 2.30072)  0.179
H (-2.96107, -0.88000, 1.55396)  0.194
H (-2.12701, 1.26175, 0.56388)  0.363
H (-2.39801, 0.08781, -0.44304)  0.371
H (1.24160, 1.05492, -0.86110)  0.494
H (2.16830, 0.89577, 0.51293)  0.423
H (0.49998, 1.06614, 0.66440)  0.443
H (2.25052, 2.17533, -2.86770)  0.503
H (3.23126, 1.01317, -2.46450)  0.498
O (2.40019, 1.45151, -2.25339)  -0.977
H (-1.06510, 2.32803, -2.08237)  0.499
H (-0.26757, 1.20964, -2.96907)  0.496
O (-0.49138, 1.56257, -2.10760)  -0.983

Properties
Energy above the lowest of the compared OMol25 structures with the same formula, charge and spin: 20.1 kcal per mole
E_HOMO: -13.098 eV
Frontier orbital gap: 10.30 eV
LUMO level: -2.79 eV
Charge: +1
Calculated total energy: -11493.0209 eV

Entry 6:
C4H9N2 | ωB97M-V/def2-TZVPD

Last column: natural (NBO) charge in e.
Element x y z (Å)
N (1.96465, 0.32833, -0.06046)  -0.689
C (0.54353, 0.28749, 0.12558)  -0.070
C (-0.34934, 1.27422, 0.37569)  0.073
N (-1.70948, 0.83549, 0.33229)  -0.595
C (-1.67445, -0.47898, -0.32805)  -0.200
C (-0.17613, -0.97337, -0.20273)  -0.440
H (2.49426, 0.81210, 0.83409)  0.460
H (2.34897, 0.92826, -0.82547)  0.450
H (2.26434, -0.67186, -0.12608)  0.466
H (-0.01316, 2.35530, 0.52390)  0.231
H (-2.38331, 1.60667, 0.26030)  0.427
H (-1.99909, -0.34957, -1.42068)  0.216
H (-2.12209, -1.23053, 0.31127)  0.226
H (-0.14613, -1.69727, 0.49694)  0.220
H (0.07835, -1.28936, -1.26161)  0.224

Properties
Energy above the lowest of the compared OMol25 structures with the same formula, charge and spin: 60.3 kcal per mole
E_HOMO: -12.381 eV
Frontier orbital gap: 8.50 eV
LUMO level: -3.88 eV
Charge: +1
Calculated total energy: -7265.5248 eV
SMILES: [NH3+]C1=CNCC1

- What is the calculated total energy in the fifth record?
  -11493.0209 eV

- Which value of calculated total energy does entry 6 give?
  -7265.5248 eV